Entry from OMol25: a 7-piece molecular cluster, C50H116F6N4O10PS2 overall (wB97M-V/def2-TZVPD).

XYZ file:
```
189
Properties=species:S:1:pos:R:3
C -2.792 -5.249 2.215
C -3.168 -5.523 0.790
N -2.326 -4.885 -0.365
C -2.343 -3.434 -0.122
C -0.920 -5.378 -0.326
C 0.051 -4.671 -1.246
C -2.916 -5.164 -1.696
C -2.755 -6.591 -2.277
O -3.242 -7.528 -1.363
C -3.529 -8.799 -1.923
H -3.652 -5.460 2.809
H -2.820 -4.156 2.382
H -1.931 -5.816 2.618
H -4.227 -5.259 0.552
H -3.094 -6.590 0.619
H -1.924 -3.140 0.811
H -3.400 -3.175 -0.105
H -1.881 -2.801 -0.886
H -0.854 -6.426 -0.489
H -0.631 -5.224 0.727
H -0.103 -4.993 -2.255
H 1.069 -4.889 -0.988
H 0.080 -3.592 -1.141
H -2.530 -4.469 -2.437
H -3.987 -5.022 -1.639
H -1.735 -6.809 -2.538
H -3.394 -6.537 -3.172
H -4.214 -8.762 -2.762
H -4.043 -9.453 -1.163
H -2.637 -9.317 -2.342
C -4.271 1.732 -0.446
C -5.590 2.474 -0.213
N -6.723 1.975 -1.062
C -6.318 2.131 -2.538
C -6.826 0.533 -0.865
C -7.679 -0.221 -1.900
C -8.033 2.725 -0.770
C -7.900 4.282 -0.614
O -7.103 4.695 -1.698
C -7.004 6.129 -1.715
H -3.406 2.378 -0.168
H -4.110 1.626 -1.551
H -4.144 0.810 0.112
H -5.509 3.552 -0.373
H -5.922 2.350 0.803
H -7.087 1.969 -3.251
H -5.569 1.357 -2.706
H -5.950 3.168 -2.599
H -7.225 0.300 0.108
H -5.787 0.205 -0.946
H -7.126 -0.346 -2.793
H -8.530 0.434 -2.183
H -8.084 -1.107 -1.474
H -8.539 2.318 0.097
H -8.603 2.565 -1.698
H -7.507 4.504 0.377
H -8.897 4.728 -0.721
H -7.929 6.740 -1.706
H -6.491 6.351 -2.631
H -6.390 6.458 -0.852
C -1.877 -1.704 7.323
C -0.980 -0.503 7.143
N -0.133 -0.466 5.915
C 0.879 -1.576 5.955
C -1.027 -0.717 4.691
C -2.270 0.183 4.641
C 0.567 0.903 5.823
C 1.301 1.397 7.052
O 2.323 0.482 7.294
C 2.990 0.996 8.484
H -2.612 -1.478 8.105
H -1.418 -2.590 7.722
H -2.374 -1.873 6.353
H -0.263 -0.487 7.956
H -1.600 0.430 7.208
H 1.716 -1.199 6.518
H 1.119 -1.748 4.874
H 0.452 -2.513 6.272
H -1.348 -1.722 4.645
H -0.329 -0.531 3.901
H -2.135 1.188 5.027
H -3.072 -0.186 5.234
H -2.647 0.224 3.643
H -0.264 1.589 5.600
H 1.158 0.908 4.887
H 0.606 1.501 7.946
H 1.689 2.347 6.743
H 3.974 0.525 8.516
H 2.455 0.916 9.423
H 3.214 2.041 8.291
C 0.718 4.738 -1.763
C 0.320 4.355 -3.116
N 0.013 2.916 -3.434
C -1.255 2.543 -2.615
C -0.240 2.679 -4.975
C -1.310 3.516 -5.606
C 1.191 2.140 -2.950
C 1.232 0.738 -3.444
O 2.042 0.695 -4.636
C 2.089 -0.626 -5.186
H -0.164 4.784 -1.056
H 1.152 5.769 -1.862
H 1.470 4.123 -1.243
H 1.097 4.554 -3.848
H -0.528 4.965 -3.500
H -2.009 3.280 -2.987
H -1.077 2.822 -1.575
H -1.466 1.485 -2.819
H -0.562 1.629 -5.029
H 0.702 2.848 -5.544
H -2.288 3.431 -5.135
H -1.340 3.236 -6.682
H -1.124 4.610 -5.501
H 1.105 2.126 -1.908
H 2.074 2.705 -3.239
H 0.215 0.401 -3.651
H 1.576 0.095 -2.623
H 2.627 -0.441 -6.102
H 1.080 -0.947 -5.277
H 2.659 -1.406 -4.635
C 4.283 3.182 4.732
C 3.732 2.011 3.930
C 4.561 1.612 2.747
C 4.137 0.291 2.052
P 4.769 0.119 0.384
C 6.501 -0.314 0.384
C 7.424 0.659 1.046
C 8.638 -0.049 1.630
C 9.619 -0.570 0.526
C 3.715 -1.186 -0.388
C 4.348 -2.268 -1.273
C 4.513 -1.903 -2.774
C 4.750 -2.986 -3.752
C 4.667 1.673 -0.517
C 4.907 1.606 -2.047
C 4.922 2.958 -2.782
C 5.463 2.722 -4.210
H 5.379 3.321 4.675
H 3.989 3.083 5.772
H 3.851 4.073 4.311
H 2.750 2.333 3.607
H 3.653 1.149 4.589
H 5.619 1.538 3.077
H 4.458 2.398 1.992
H 3.032 0.327 1.898
H 4.400 -0.688 2.602
H 6.783 -0.601 -0.649
H 6.402 -1.241 0.982
H 7.008 1.136 1.917
H 7.686 1.508 0.444
H 8.411 -0.889 2.246
H 9.227 0.636 2.254
H 9.187 -1.382 -0.114
H 10.550 -0.876 0.993
H 9.795 0.240 -0.196
H 2.843 -0.753 -0.881
H 3.319 -1.694 0.503
H 3.670 -3.099 -1.215
H 5.297 -2.613 -0.908
H 5.290 -1.163 -2.880
H 3.665 -1.319 -3.057
H 5.496 -3.722 -3.561
H 4.965 -2.526 -4.710
H 3.830 -3.465 -3.930
H 5.473 2.317 -0.107
H 3.751 2.198 -0.305
H 4.321 0.921 -2.611
H 5.915 1.207 -2.279
H 5.556 3.674 -2.244
H 3.916 3.428 -2.738
H 6.496 2.564 -4.204
H 5.212 3.624 -4.786
H 5.038 1.823 -4.731
C -0.464 -0.504 0.664
F 0.098 -1.441 1.499
F -0.197 -0.905 -0.614
F -1.774 -0.605 0.853
S 0.257 1.218 1.032
O -0.744 2.157 0.526
O 0.310 1.192 2.490
O 1.534 1.098 0.323
C -3.520 -0.274 -4.487
F -2.637 -0.468 -5.435
F -3.616 1.086 -4.349
F -4.761 -0.641 -4.906
S -2.985 -1.114 -2.854
O -4.183 -1.725 -2.373
O -1.935 -2.018 -3.260
O -2.552 0.120 -2.110
```

Results
- E_LUMO (eV) = -5.1
- multiplicity = 1
- charge = +3
- HOMO (eV) = -15.11
- HOMO-LUMO gap (eV) = 10.019